1.
{"formula": "C13H26Br2ClF3O6SSb", "method": "ωB97M-V/def2-TZVPD", "species": ["C", "C", "O", "C", "Sb", "C", "O", "C", "C", "C", "C", "S", "O", "O", "Cl", "C", "C", "C", "F", "Br", "C", "F", "F", "Br", "C", "O", "O", "H", "H", "H", "H", "H", "H", "H", "H", "H", "H", "H", "H", "H", "H", "H", "H", "H", "H", "H", "H", "H", "H", "H", "H", "H", "H"], "coordinates": [[2.363, -2.923, 1.020], [1.820, -3.624, -0.235], [1.472, -2.726, -1.254], [0.100, -2.339, -1.308], [-0.230, -0.108, -1.167], [1.946, 0.184, -1.482], [0.024, -0.273, 0.876], [-0.529, 2.056, -0.974], [-0.312, 2.657, 0.422], [1.122, 3.095, 0.729], [1.984, 1.942, 1.259], [2.719, 2.246, 2.838], [3.605, 3.367, 2.751], [3.226, 1.020, 3.379], [1.122, 2.785, 3.999], [-2.415, -0.570, -1.021], [-2.885, -1.284, 0.253], [-3.533, -0.467, 1.368], [-4.887, -0.761, 1.374], [-3.446, 1.455, 1.143], [-3.044, -0.894, 2.819], [-4.107, -0.803, 3.676], [-2.677, -2.201, 2.784], [-1.614, 0.122, 3.644], [-0.570, 0.040, -3.391], [0.445, 0.819, -4.050], [-0.159, 2.050, -4.495], [1.981, -1.908, 1.083], [3.447, -2.891, 0.984], [2.051, -3.456, 1.917], [2.616, -4.256, -0.636], [0.994, -4.292, 0.017], [-0.481, -2.873, -0.547], [-0.299, -2.665, -2.273], [2.192, 1.240, -1.587], [2.478, -0.227, -0.626], [2.281, -0.355, -2.363], [0.061, -1.187, 1.154], [-1.511, 2.317, -1.365], [0.188, 2.503, -1.665], [-0.646, 1.995, 1.216], [-0.934, 3.556, 0.498], [1.587, 3.573, -0.128], [1.055, 3.855, 1.510], [1.452, 0.994, 1.339], [2.859, 1.780, 0.632], [-3.026, 0.292, -1.274], [-2.553, -1.280, -1.841], [-3.660, -2.002, -0.018], [-2.063, -1.879, 0.636], [-1.522, 0.543, -3.548], [-0.578, -0.936, -3.876], [0.490, 2.694, -4.197]], "nbo_charge": [-0.650, -0.050, -0.570, -0.439, 1.894, -1.039, -1.147, -0.791, -0.409, -0.412, -0.698, 2.126, -0.922, -0.911, -0.261, -0.803, -0.475, 0.267, -0.358, 0.046, 0.591, -0.335, -0.334, 0.053, -0.463, -0.315, -0.478, 0.230, 0.204, 0.198, 0.166, 0.153, 0.150, 0.169, 0.189, 0.206, 0.222, 0.462, 0.212, 0.194, 0.230, 0.185, 0.207, 0.217, 0.323, 0.262, 0.217, 0.207, 0.226, 0.229, 0.193, 0.175, 0.456], "lumo_energy_ev": 2.520, "total_charge": -1}



2.
{"formula": "C13H26CaNO3P2", "method": "ωB97M-V/def2-TZVPD", "species": ["Ca", "P", "C", "C", "N", "C", "C", "C", "C", "C", "P", "H", "H", "H", "H", "H", "H", "H", "H", "O", "H", "H", "O", "H", "C", "H", "H", "H", "C", "H", "H", "H", "C", "H", "H", "H", "C", "H", "H", "H", "C", "C", "O", "H", "H", "H"], "coordinates": [[0.026, -0.890, 1.045], [-2.556, 0.022, 0.558], [-2.106, 0.233, -1.182], [-0.815, 0.872, -1.529], [0.301, 0.599, -0.796], [1.522, 0.945, -1.236], [1.670, 1.694, -2.401], [0.542, 2.025, -3.152], [-0.708, 1.615, -2.712], [2.768, 0.588, -0.423], [2.738, -0.950, 0.617], [-1.615, 1.834, -3.276], [2.677, 1.986, -2.696], [0.651, 2.616, -4.061], [3.607, 0.469, -1.127], [3.022, 1.432, 0.243], [-2.037, -1.025, -1.725], [-2.951, 0.710, -1.700], [-0.753, -2.345, -1.385], [-1.904, -2.156, -2.015], [-1.980, -2.196, -2.984], [-0.439, -3.366, 1.262], [0.078, -2.341, -0.578], [-0.153, -3.095, 0.110], [3.225, -2.164, -0.656], [4.150, -1.863, -1.161], [3.380, -3.130, -0.164], [2.406, -2.283, -1.376], [4.284, -0.773, 1.560], [4.327, -1.599, 2.284], [5.170, -0.829, 0.909], [4.285, 0.175, 2.115], [-3.494, 1.502, 1.076], [-4.378, 1.613, 0.429], [-3.829, 1.376, 2.122], [-2.862, 2.400, 1.005], [-3.901, -1.211, 0.444], [-4.208, -1.501, 1.461], [-4.760, -0.778, -0.087], [-3.539, -2.100, -0.089], [-0.376, 1.875, 4.013], [-0.214, 1.911, 2.575], [0.010, 2.530, 1.607], [-1.331, 1.377, 4.206], [-0.391, 2.896, 4.434], [0.462, 1.299, 4.435]], "nbo_charge": [1.624, 0.685, -0.941, 0.274, -0.643, 0.238, -0.284, -0.122, -0.267, -0.736, 0.690, 0.229, 0.225, 0.232, 0.248, 0.254, 0.436, 0.239, 0.527, -1.011, 0.491, 0.034, -1.048, 0.362, -0.930, 0.236, 0.244, 0.268, -0.932, 0.249, 0.245, 0.246, -0.938, 0.240, 0.235, 0.244, -0.937, 0.234, 0.235, 0.261, -0.771, 0.487, -0.441, 0.271, 0.248, 0.270], "lumo_energy_ev": [-3.442, -5.774], "total_charge": 1}



3.
{"formula": "C13H26Cl2O2Si", "method": "ωB97M-V/def2-TZVPD", "species": ["O", "Cl", "Cl", "O", "C", "C", "C", "C", "C", "C", "C", "C", "C", "C", "C", "C", "C", "Si", "H", "H", "H", "H", "H", "H", "H", "H", "H", "H", "H", "H", "H", "H", "H", "H", "H", "H", "H", "H", "H", "H", "H", "H", "H", "H"], "coordinates": [[-2.931, -0.142, 4.298], [2.564, -0.520, -6.125], [1.220, 2.501, -7.246], [-2.335, -0.414, 6.536], [-2.280, -0.708, 5.176], [-3.318, 0.564, 6.741], [-1.303, -1.751, 4.778], [-1.843, -2.766, 3.627], [-2.012, -2.153, 2.253], [-0.729, -1.455, 1.744], [-0.945, -0.966, 0.258], [-0.119, 0.250, -0.182], [0.082, 0.436, -1.727], [1.452, 1.056, -2.127], [1.547, 0.973, -3.680], [4.554, 2.004, -6.525], [2.475, 2.060, -4.319], [2.735, 1.590, -6.052], [-3.042, 1.562, 6.403], [-3.596, 0.526, 7.830], [-4.197, 0.263, 6.029], [-1.066, -2.216, 5.732], [-0.342, -1.391, 4.387], [-1.128, -3.572, 3.479], [-2.741, -3.208, 3.968], [-2.879, -1.439, 2.430], [-2.278, -2.883, 1.427], [0.246, -1.973, 1.847], [-0.694, -0.601, 2.410], [-0.757, -1.771, -0.461], [-2.003, -0.698, 0.131], [-0.414, 1.209, 0.233], [0.935, -0.046, 0.195], [-0.832, 0.933, -2.154], [-0.152, -0.580, -2.078], [2.254, 0.599, -1.535], [1.341, 2.038, -1.746], [0.536, 1.191, -4.048], [1.769, -0.011, -4.124], [4.781, 1.933, -7.649], [4.637, 3.077, -6.227], [5.195, 1.331, -5.995], [2.199, 3.097, -4.192], [3.415, 2.071, -3.722]], "nbo_charge": [-0.605, -0.393, -0.382, -0.502, 0.787, -0.280, -0.521, -0.370, -0.409, -0.410, -0.392, -0.385, -0.391, -0.402, -0.406, -1.109, -0.968, 1.577, 0.191, 0.198, 0.204, 0.229, 0.245, 0.202, 0.205, 0.236, 0.203, 0.200, 0.200, 0.195, 0.198, 0.203, 0.177, 0.197, 0.194, 0.205, 0.201, 0.204, 0.232, 0.253, 0.241, 0.249, 0.256, 0.246], "lumo_energy_ev": 0.662, "smiles": "COC(=O)CCCCCCCCCC[Si](C)(Cl)Cl"}



4.
{"formula": "C13H26NO4P2Rh", "method": "ωB97M-V/def2-TZVPD", "species": ["Rh", "P", "C", "C", "N", "C", "C", "C", "C", "C", "P", "H", "H", "H", "H", "H", "H", "H", "H", "O", "H", "H", "O", "H", "C", "H", "H", "H", "C", "H", "H", "H", "C", "H", "H", "H", "C", "H", "H", "H", "C", "C", "O", "O", "H", "H", "H"], "coordinates": [[-0.210, -0.514, 0.925], [1.933, -0.772, 0.562], [1.959, -1.415, -1.161], [0.653, -1.214, -1.866], [-0.404, -0.832, -1.135], [-1.613, -0.640, -1.707], [-1.849, -1.095, -3.004], [-0.781, -1.602, -3.744], [0.501, -1.578, -3.204], [-2.676, 0.006, -0.857], [-1.804, 1.074, 0.416], [1.389, -1.888, -3.750], [-2.869, -1.061, -3.389], [-0.936, -1.972, -4.747], [-3.366, 0.601, -1.469], [-3.272, -0.752, -0.331], [2.799, -1.076, -1.732], [2.134, -2.483, -1.060], [1.855, 2.826, -3.915], [2.650, 3.346, -4.078], [3.362, 2.804, -3.674], [1.043, 4.233, -0.024], [1.480, 4.596, 0.747], [1.114, 5.496, 0.758], [-1.801, 2.632, -0.548], [-2.736, 2.721, -1.116], [-1.719, 3.471, 0.160], [-0.942, 2.630, -1.233], [-2.879, 1.515, 1.793], [-2.533, 2.491, 2.152], [-3.924, 1.604, 1.494], [-2.775, 0.784, 2.590], [2.585, -2.280, 1.389], [3.513, -2.596, 0.892], [2.798, -2.074, 2.446], [1.840, -3.083, 1.330], [3.183, 0.445, 1.039], [3.332, 0.371, 2.123], [4.149, 0.227, 0.581], [2.857, 1.459, 0.792], [-1.310, -2.694, 4.211], [-0.964, -1.918, 2.962], [-0.544, -0.692, 3.077], [-1.071, -2.456, 1.807], [-1.365, -1.993, 5.052], [-0.524, -3.440, 4.382], [-2.262, -3.212, 4.065]], "nbo_charge": [0.977, 1.021, -0.764, 0.258, -0.563, 0.240, -0.220, -0.075, -0.223, -0.744, 1.020, 0.256, 0.260, 0.262, 0.279, 0.283, 0.287, 0.286, 0.451, -0.915, 0.465, 0.450, -0.932, 0.485, -0.925, 0.269, 0.270, 0.251, -0.952, 0.278, 0.279, 0.273, -0.926, 0.272, 0.269, 0.262, -0.945, 0.286, 0.278, 0.274, -0.728, 0.789, -0.672, -0.549, 0.266, 0.271, 0.267], "lumo_energy_ev": [-6.335, -10.071], "multiplicity": 5, "total_charge": 2}



5.
{"formula": "C13H27As3F6MgNO4S2", "method": "ωB97M-V/def2-TZVPD", "species": ["Mg", "F", "C", "F", "F", "S", "O", "O", "N", "S", "O", "O", "C", "F", "F", "F", "C", "As", "C", "C", "C", "C", "C", "As", "C", "C", "C", "As", "C", "C", "H", "H", "H", "H", "H", "H", "H", "H", "H", "H", "H", "H", "H", "H", "H", "H", "H", "H", "H", "H", "H", "H", "H", "H", "H", "H", "H"], "coordinates": [[-0.187, 0.470, 0.863], [2.670, -2.989, 1.449], [3.383, -1.888, 1.541], [3.744, -1.671, 2.790], [4.447, -1.974, 0.775], [2.370, -0.417, 0.953], [1.204, -0.943, 0.228], [3.239, 0.457, 0.248], [1.769, 0.354, 2.217], [0.779, -0.337, 3.264], [-0.558, 0.138, 2.873], [0.951, -1.723, 3.516], [1.208, 0.556, 4.821], [2.454, 0.280, 5.136], [1.055, 1.862, 4.651], [0.391, 0.125, 5.764], [-4.017, -0.380, 0.878], [-2.563, 0.062, -0.335], [-2.757, -1.290, -1.714], [-3.214, 1.648, -1.294], [-3.004, 3.055, -0.698], [-3.247, 3.084, 0.806], [-1.592, 3.601, -1.024], [-0.037, 2.991, 0.008], [0.065, 4.246, 1.486], [1.435, 3.539, -1.127], [-3.978, 4.003, -1.432], [-5.964, 4.070, -1.223], [-6.508, 2.309, -0.533], [-6.086, 5.038, 0.482], [-4.970, -0.309, 0.355], [-4.017, 0.295, 1.731], [-3.883, -1.399, 1.237], [-3.752, -1.233, -2.154], [-2.615, -2.277, -1.278], [-2.011, -1.135, -2.491], [-4.282, 1.466, -1.426], [-2.772, 1.606, -2.293], [-2.520, 2.470, 1.352], [-4.238, 2.708, 1.058], [-3.171, 4.102, 1.194], [-1.595, 4.687, -0.896], [-1.359, 3.420, -2.077], [-0.075, 5.264, 1.121], [1.046, 4.167, 1.953], [-0.701, 4.020, 2.225], [1.367, 4.605, -1.341], [1.398, 2.979, -2.060], [2.375, 3.323, -0.624], [-3.815, 3.895, -2.508], [-3.706, 5.037, -1.198], [-6.451, 1.549, -1.312], [-7.558, 2.415, -0.258], [-5.959, 1.983, 0.350], [-5.515, 5.964, 0.412], [-5.742, 4.465, 1.341], [-7.131, 5.303, 0.634]], "nbo_charge": [1.609, -0.280, 0.781, -0.287, -0.277, 2.183, -1.040, -0.866, -1.281, 2.199, -1.039, -0.865, 0.762, -0.281, -0.296, -0.284, -0.932, 0.732, -0.924, -0.701, -0.077, -0.616, -0.691, 0.722, -0.932, -0.924, -0.723, 0.912, -0.967, -0.957, 0.238, 0.244, 0.251, 0.239, 0.251, 0.245, 0.241, 0.236, 0.186, 0.225, 0.228, 0.234, 0.238, 0.238, 0.252, 0.242, 0.240, 0.245, 0.258, 0.228, 0.226, 0.223, 0.247, 0.201, 0.230, 0.212, 0.241], "lumo_energy_ev": -2.515, "total_charge": 1}



6.
{"formula": "C13H27BN2O4", "method": "ωB97M-V/def2-TZVPD", "species": ["O", "O", "O", "O", "B", "C", "C", "N", "N", "C", "C", "C", "C", "C", "C", "C", "C", "C", "C", "C", "H", "H", "H", "H", "H", "H", "H", "H", "H", "H", "H", "H", "H", "H", "H", "H", "H", "H", "H", "H", "H", "H", "H", "H", "H", "H", "H"], "coordinates": [[0.438, -0.356, -1.734], [0.790, 2.252, 1.224], [-1.340, -2.659, 2.377], [-0.610, -0.301, 2.233], [-0.574, -1.629, 1.811], [1.200, -0.121, -0.838], [0.614, 2.782, 0.157], [1.321, 2.361, -0.966], [1.241, -0.949, 0.292], [2.077, 1.136, -0.938], [2.390, -4.984, -0.586], [1.240, -3.284, -2.084], [-2.140, 3.121, 1.807], [-2.943, 3.945, -0.422], [-1.942, 1.728, -0.314], [-0.495, 3.793, 0.023], [1.867, -3.587, -0.681], [-1.882, 3.125, 0.301], [0.878, -3.391, 0.505], [0.258, -1.999, 0.534], [-2.047, -2.302, 2.922], [-0.136, 0.451, 1.832], [0.962, 2.562, -1.902], [1.774, -0.691, 1.125], [2.769, 1.058, -1.784], [2.682, 1.207, -0.046], [2.955, -5.128, 0.335], [1.575, -5.668, -0.599], [3.045, -5.225, -1.422], [0.370, -3.921, -2.185], [0.925, -2.253, -2.176], [1.895, -3.553, -2.941], [-1.968, 4.128, 2.186], [-1.427, 2.474, 2.319], [-3.143, 2.870, 2.105], [-3.952, 3.564, -0.305], [-2.957, 4.971, -0.098], [-2.775, 3.979, -1.510], [-1.640, 1.804, -1.345], [-2.914, 1.250, -0.244], [-1.228, 1.086, 0.196], [-0.470, 4.247, -0.968], [-0.319, 4.575, 0.759], [2.708, -2.873, -0.590], [1.366, -3.554, 1.492], [0.078, -4.130, 0.393], [-0.516, -1.910, -0.252]], "nbo_charge": [-0.631, -0.667, -0.888, -0.933, 1.133, 0.678, 0.719, -0.612, -0.623, -0.309, -0.598, -0.631, -0.611, -0.601, -0.606, -0.496, -0.209, -0.029, -0.386, -0.430, 0.493, 0.534, 0.403, 0.402, 0.232, 0.214, 0.204, 0.198, 0.204, 0.192, 0.243, 0.205, 0.200, 0.230, 0.211, 0.213, 0.205, 0.203, 0.208, 0.220, 0.202, 0.211, 0.240, 0.190, 0.201, 0.218, 0.255], "lumo_energy_ev": 0.577, "smiles": "CC(C)C[C@H](NC(=O)CNC(=O)CC(C)(C)C)B(O)O"}